The following is a quantum chemistry calculation of a cluster of 3 separate species, C4H15N3O in total in a non-equilibrium geometry, from OMol25.

```
23
Properties=species:S:1:pos:R:3:forces:R:3:lowdin_charge:R:1
N -1.38808 0.71510 -2.05772 0.40 -0.35 -0.22 0.061
C 0.57596 1.41947 1.46738 -0.55 0.35 0.52 -0.100
C 1.54764 0.27870 1.14107 0.24 -0.08 -0.84 -0.250
N 0.89990 -1.01952 1.02962 -1.93 0.96 0.50 0.000
C 0.33863 -1.25504 -0.30505 0.58 -0.16 -0.37 -0.226
C -1.03863 -1.83264 -0.08641 -0.04 1.02 0.98 -0.272
N -1.71653 -0.86230 0.74726 0.49 -0.82 -0.25 0.165
H -0.37358 1.30211 0.94831 0.13 -0.14 -0.16 0.049
H -0.44476 1.14431 -1.83110 -0.16 -0.09 0.00 -0.034
H 0.98012 2.37070 1.12274 0.17 -0.14 0.09 0.071
H 0.34530 1.48059 2.53959 0.16 -0.14 -0.07 0.075
H 2.31632 0.19829 1.91066 0.22 0.24 -0.30 0.113
H 1.84372 0.55777 0.11362 0.86 0.03 0.37 0.084
H 0.05871 -0.89933 1.65379 0.16 -0.87 0.15 0.098
H 0.94677 -1.96524 -0.86565 0.39 0.07 0.00 0.125
H 0.36266 -0.31563 -0.86174 -0.52 -0.07 -0.18 0.067
H -0.96226 -2.75806 0.49233 -0.04 -0.43 -0.50 0.114
H -1.62125 -1.96417 -1.02414 0.06 0.05 -0.01 0.141
H -2.30365 -1.44749 1.35545 -0.24 0.44 0.15 0.069
H 1.16664 2.32957 -2.12124 0.07 -0.23 0.35 -0.041
H -2.01682 0.79732 -1.27274 -0.16 0.18 0.06 0.003
H -1.78564 1.14896 -2.88045 -0.11 0.11 0.10 0.017
O 1.02593 1.74205 -1.35909 -0.18 0.07 -0.39 -0.329
```
Positions in Å, forces in eV/Å.

The HOMO-LUMO gap comes out at 3.76 eV. Its multiplicity is 1.